# C6H13N

The molecule C6H13N (the ωB97M-V functional and the def2-TZVPD basis, OMol25).

Values from the calculation:
energy	-7921.822	eV
orbital gap	0.3790	Ha
ΔE to the lowest compared entry with this formula, charge and spin	23.3	kcal per mole
SMILES	CCCN1C[C@H]1C

```
20
Properties=species:S:1:pos:R:3:mulliken_charge:R:1
C 3.1012 -0.0470 -0.2013 -1.211
C 1.6655 -0.5520 -0.0277 -0.251
C 0.6427 0.3795 -0.6628 -0.735
N -0.7329 -0.1270 -0.6273 -0.398
C -1.6648 0.9840 -0.7915 -0.585
C -1.4855 0.3519 0.5392 0.546
C -2.6876 -0.3926 1.0940 -1.477
H 3.2571 0.9308 0.2719 0.323
H 3.3707 0.0553 -1.2598 0.313
H 3.8138 -0.7449 0.2497 0.354
H 1.5607 -1.5437 -0.4809 0.314
H 1.4478 -0.6673 1.0433 0.240
H 0.8961 0.5510 -1.7178 0.372
H 0.6910 1.3666 -0.1654 0.349
H -2.5838 0.7452 -1.3228 0.259
H -1.2619 1.9692 -1.0340 0.253
H -0.8985 0.8762 1.3069 0.327
H -3.4797 0.3370 1.3226 0.313
H -3.1090 -1.0856 0.3588 0.351
H -2.4872 -0.9385 2.0224 0.341
```